H20O10 | ωB97M-V/def2-TZVPD

Last column: Löwdin charge in e.
Positions of all 30 atoms, in Å:
O 1.43 3.30 -0.05  -0.022
H 1.13 3.57 0.82  0.064
H 0.78 3.66 -0.65  0.058
O -2.12 -1.00 -0.11  -0.046
H -2.63 -0.96 0.69  0.048
H -2.59 -1.62 -0.67  0.067
O -1.10 -1.88 2.40  -0.031
H -0.29 -1.38 2.51  -0.008
H -1.79 -1.30 2.71  0.036
O 0.34 0.80 -0.39  -0.018
H 0.57 0.14 0.27  0.039
H 1.06 1.43 -0.34  0.029
O 1.62 0.07 -2.90  0.299
H 1.08 0.23 -3.67  0.109
H 1.06 -0.47 -2.33  0.037
O -2.44 1.84 1.85  -0.039
H -3.26 1.37 1.98  0.034
H -2.17 1.64 0.96  0.006
O -1.34 1.10 -2.57  0.165
H -1.61 0.18 -2.63  0.060
H -0.77 1.13 -1.80  0.008
O -0.58 -1.80 -2.03  -0.030
H -0.73 -1.30 -1.22  -0.021
H -0.35 -2.68 -1.73  0.082
O 3.11 -1.78 -0.09  -0.043
H 2.49 -1.12 0.25  -0.020
H 3.64 -2.01 0.67  0.041
O 1.58 -0.37 2.40  -0.030
H 1.60 -1.00 3.12  0.062
H 2.29 0.23 2.58  0.066

Calculated values
2S+1   2
Max |F|   0.03488 Eh/bohr
Electronic energy   -763.99743 Eh
LUMO level (spin up / spin down)   -0.1151 / -0.3822 hartree
Energy relative to the best compared isomer or geometry (same formula, charge and spin)   14.8 kcal per mole
Total charge   +1
Kohn-Sham gap (spin up / spin down)   11.33 / 4.05 eV
<S²>   0.758